1.
{
  "formula": "C7H11NO3S",
  "method": "wB97M-V/def2-TZVPD",
  "species": ["C", "C", "N", "C", "C", "C", "C", "H", "H", "H", "H", "H", "H", "H", "H", "H", "O", "S", "O", "C", "O", "H", "H"],
  "coordinates": [[-0.55531, -0.94935, -1.97342], [0.24563, 0.01766, -1.56196], [1.16882, 0.06453, -0.51615], [1.69969, 1.31069, -0.15149], [1.04558, 2.41583, -0.24000], [1.48566, -1.02630, 0.26100], [2.13109, -0.99919, 1.41360], [-1.16931, -0.57056, -2.93326], [-0.77237, -1.83460, -1.53335], [0.35537, 0.87478, -2.16198], [2.81954, 1.21745, 0.19189], [1.57305, 3.30068, -0.07421], [-0.03761, 2.23987, -0.46896], [1.05610, -1.97535, -0.12244], [2.25944, -1.96901, 1.81816], [2.40490, 0.04336, 1.67545], [-2.65233, 1.40444, -0.02433], [-2.66805, 0.00610, 0.30253], [-3.23243, -0.87569, -0.68990], [-1.63933, -0.64406, 1.53989], [-3.14845, -0.44710, 1.76901], [-1.25676, -1.68283, 1.40963], [-1.11294, 0.07864, 2.07030]],
  "e_lumo_ev": 0.506,
  "e_homo_ev": -8.1956,
  "smiles": "C=CN(C=C)C=C.O=S1(=O)CO1",
  "gap_ev": 8.70,
  "e_tot_ha": -951.7961,
  "relative_energy_kcal_mol": 148.8
}

=====

2.
{
  "formula": "C5H5N2",
  "method": "wB97M-V/def2-TZVPD",
  "species": ["C", "C", "C", "C", "C", "N", "N", "H", "H", "H", "H", "H"],
  "coordinates": [[-0.69971, -1.92165, -2.55000], [-0.19734, -0.35140, -0.87570], [-0.40004, -0.56234, -2.37510], [0.54221, -1.68923, -1.44846], [-0.42407, 0.61802, 1.41920], [-0.38068, -2.78315, -1.66028], [-0.61206, 0.26353, 0.05650], [-0.12393, 0.29108, -3.15548], [1.55160, -1.85006, -1.37595], [-0.31929, 1.73616, 1.65941], [0.29366, 0.12080, 1.97006], [-1.31616, 0.56995, 2.09457]],
  "e_lumo_ev": [-6.520, -6.521],
  "e_homo_ev": [-14.8007, -14.8002],
  "gap_ev": [8.28, 8.28],
  "charge": 1,
  "e_tot_ha": -302.4986,
  "relative_energy_kcal_mol": 116.2
}

=====

Question: Number 1 is which compound?
Answer: C7H11NO3S

=====

Copy entry 1 word for word.
{
  "formula": "C7H11NO3S",
  "method": "wB97M-V/def2-TZVPD",
  "species": ["C", "C", "N", "C", "C", "C", "C", "H", "H", "H", "H", "H", "H", "H", "H", "H", "O", "S", "O", "C", "O", "H", "H"],
  "coordinates": [[-0.55531, -0.94935, -1.97342], [0.24563, 0.01766, -1.56196], [1.16882, 0.06453, -0.51615], [1.69969, 1.31069, -0.15149], [1.04558, 2.41583, -0.24000], [1.48566, -1.02630, 0.26100], [2.13109, -0.99919, 1.41360], [-1.16931, -0.57056, -2.93326], [-0.77237, -1.83460, -1.53335], [0.35537, 0.87478, -2.16198], [2.81954, 1.21745, 0.19189], [1.57305, 3.30068, -0.07421], [-0.03761, 2.23987, -0.46896], [1.05610, -1.97535, -0.12244], [2.25944, -1.96901, 1.81816], [2.40490, 0.04336, 1.67545], [-2.65233, 1.40444, -0.02433], [-2.66805, 0.00610, 0.30253], [-3.23243, -0.87569, -0.68990], [-1.63933, -0.64406, 1.53989], [-3.14845, -0.44710, 1.76901], [-1.25676, -1.68283, 1.40963], [-1.11294, 0.07864, 2.07030]],
  "e_lumo_ev": 0.506,
  "e_homo_ev": -8.1956,
  "smiles": "C=CN(C=C)C=C.O=S1(=O)CO1",
  "gap_ev": 8.70,
  "e_tot_ha": -951.7961,
  "relative_energy_kcal_mol": 148.8
}